1.
19
Properties=species:S:1:pos:R:3:forces:R:3 method="wB97M-V/def2-TZVPD" total_charge=+1 de_lowest_kj_mol=221.4 multiplicity=1 largest_force_ev_per_a=3.74 energy_ev=-5856.559 molar_mass_g_mol=76.16 orbital_gap_ev=10.66 lumo_ev=-3.8 e_homo_ev=-14.5
C -1.704751 0.779062 -0.554476 -0.0850 -0.2949 0.9953
C -0.504188 1.591074 -0.026524 -0.0898 -0.6770 0.5594
N -2.328149 0.019081 0.817671 -1.9882 1.9573 -1.9089
H -2.564228 1.514905 -0.845580 1.5483 -2.0527 -0.1601
H -1.286413 -0.127106 -1.215863 -1.8336 2.2124 1.1292
H -0.402296 1.316296 1.043016 0.0155 0.9785 -0.3158
H -0.535175 2.667498 -0.238606 -0.2747 -0.4015 0.4033
H -2.277082 0.638782 1.667070 0.5011 -1.0123 -0.9647
H -3.371343 -0.126238 0.665053 1.6150 -0.1376 0.1424
H -1.865918 -0.872295 0.859775 0.2530 -0.4309 0.7394
H 0.429072 1.213152 -0.398433 0.3925 -0.1669 -0.6209
C 2.556087 -0.670501 0.075850 2.1959 -0.3963 3.0021
C 1.462886 -1.555795 -0.622029 -1.0789 2.7523 1.0158
H 3.430939 -1.239997 0.558873 -1.3978 -0.2908 -0.9430
H 3.190991 -0.049024 -0.553295 -0.7305 0.3784 -0.4418
H 2.376794 -0.092341 1.097383 -0.7512 -0.7411 -2.4299
H 0.536742 -1.530904 0.047684 1.2872 -1.0565 -0.3638
H 1.846657 -2.534367 -0.926472 -0.5542 0.3068 0.0956
H 1.009380 -0.941290 -1.451088 0.9753 -0.9270 0.0665


2.
19
Properties=species:S:1:pos:R:3:forces:R:3 method="wB97M-V/def2-TZVPD" total_charge=+1 de_lowest_kj_mol=86.1 multiplicity=1 largest_force_ev_per_a=1.32 energy_ev=-5857.961 molar_mass_g_mol=76.16 orbital_gap_ev=10.76 lumo_ev=-3.7 e_homo_ev=-14.5
C -1.276572 -0.413001 -3.161645 -0.0501 -0.0087 -0.7302
C -1.190119 1.031322 -2.657146 0.4316 -0.4785 -0.0192
H -0.672378 -1.109247 -2.576084 -0.3848 -0.0430 0.2547
H -2.334422 -0.677344 -3.216378 0.2090 -0.5236 0.3774
H -0.906996 -0.575349 -4.178989 -0.0230 0.4570 0.0037
H -1.057170 0.979785 -1.569119 -0.1204 0.3963 -0.0727
H -2.119959 1.551283 -2.880300 0.1723 0.2013 0.0685
H -0.343371 1.573656 -3.092759 -0.2128 -0.0139 0.1627
C -0.017485 -1.021193 1.385621 1.1705 -0.3123 -0.5265
N 0.900169 0.174766 1.557998 -0.3596 -0.4498 1.0654
C 1.587199 0.200801 2.888315 -0.5069 0.0588 0.4231
H 0.328721 -1.853225 1.995472 -0.1588 0.3325 0.4940
H 0.166785 -1.390281 0.381951 -0.7054 0.2393 -0.3217
H -1.026220 -0.700585 1.601419 -0.1500 -0.2529 -0.1061
H 1.602801 0.230809 0.826648 -0.1232 0.0691 -0.2373
H 0.298109 0.987061 1.536441 0.1097 0.4901 -0.5145
H 2.074078 -0.751979 3.024067 0.4772 -0.0277 -0.0145
H 2.239759 1.064676 2.944032 0.2611 -0.1280 -0.0849
H 0.834579 0.294968 3.674624 -0.0363 -0.0058 -0.2218


3.
20
Properties=species:S:1:pos:R:3:forces:R:3 method="wB97M-V/def2-TZVPD" smiles=CNC.CNC total_charge=0 de_lowest_kj_mol=231.8 multiplicity=1 largest_force_ev_per_a=5.40 energy_ev=-7352.715 molar_mass_g_mol=90.17 orbital_gap_ev=9.53 lumo_ev=1.0 e_homo_ev=-8.5
C -1.385884 -0.923771 0.704530 4.8118 2.3037 -0.8516
N -1.126159 -1.570734 1.937412 2.2108 -0.4748 0.5889
C 0.361445 -1.337250 2.216882 -1.1464 -1.3651 0.7355
H -0.382489 -1.123709 0.099750 -2.4549 0.4054 0.4653
H -1.273810 0.238324 0.858752 -1.0892 -1.8237 -0.8999
H -2.173940 -1.374931 0.202543 -1.8521 0.0176 -1.0511
H -1.725819 -1.127631 2.614360 0.3066 -0.1079 0.7362
H 0.606631 -0.248978 2.325433 0.0342 -0.9053 0.0124
H 0.603828 -1.979062 3.093178 -0.0011 1.0510 -0.0605
H 0.986948 -1.831271 1.421825 -0.9109 0.8094 0.3767
C 1.818825 0.655727 -1.423112 0.5038 1.7404 -2.3559
N 0.461858 1.249319 -1.065760 1.4337 0.0901 0.5672
C -0.361066 1.721118 -2.167090 -0.9817 -1.6143 0.3303
H 2.584507 1.513560 -1.789622 -1.5489 -1.7321 0.7289
H 1.794862 -0.081265 -2.348298 -0.4217 1.3728 2.0809
H 2.309203 0.171604 -0.568889 -0.5000 0.0532 -0.1775
H 0.607352 2.048169 -0.396379 -0.0510 -1.2685 -0.9875
H -0.575284 0.973029 -2.913037 0.0817 -1.3327 0.1462
H -1.386609 1.982557 -1.861287 0.6393 0.4491 0.2923
H 0.074808 2.394559 -2.827157 0.9359 2.3316 -0.6768


4.
20
Properties=species:S:1:pos:R:3:forces:R:3 method="wB97M-V/def2-TZVPD" smiles=CNC.CNC total_charge=0 de_lowest_kj_mol=175.8 multiplicity=1 largest_force_ev_per_a=4.32 energy_ev=-7353.295 molar_mass_g_mol=90.17 orbital_gap_ev=9.64 lumo_ev=1.1 e_homo_ev=-8.6
C -1.980533 -0.164633 0.542160 -1.5607 -3.9586 -0.7713
N -1.354298 0.083924 1.789348 1.1200 2.3913 0.4334
C -0.422712 -0.895184 2.347313 -1.0456 -0.0618 0.2017
H -2.951894 0.264569 0.281311 0.1627 0.7752 0.8848
H -2.263152 -1.217511 0.800541 -0.4768 0.2338 -1.0045
H -1.530892 -0.312652 -0.469686 1.0611 0.6851 0.8297
H -0.903271 0.993179 1.827763 -0.1667 -0.1071 -0.0448
H 0.112348 -1.484886 1.599604 0.4685 0.2818 0.0012
H 0.186532 -0.341531 3.058408 0.5579 -0.2048 -0.2999
H -0.952167 -1.618121 2.977673 -0.2176 -0.0749 -0.1905
C 0.899455 1.210961 -0.581172 1.7906 -0.7343 1.5261
N 0.792411 0.840019 -1.960747 -0.0701 -0.4450 -0.5512
C 1.503396 -0.430407 -2.234971 -2.0770 0.7591 -0.4233
H 1.962077 1.378550 -0.260067 -0.3770 0.5752 -0.3597
H 0.712351 0.361476 0.092541 -0.5805 -0.1006 -0.5760
H 0.279344 2.011284 -0.197844 -0.1933 0.3568 -0.5255
H 1.175555 1.532331 -2.592752 -0.1183 0.2595 0.3504
H 0.816769 -1.212380 -1.894421 0.7101 -0.2270 0.7057
H 1.411797 -0.585633 -3.313112 0.8738 0.1484 -0.0348
H 2.506892 -0.413348 -1.811888 0.1390 -0.5521 -0.1515


5.
21
Properties=species:S:1:pos:R:3:forces:R:3 method="wB97M-V/def2-TZVPD" total_charge=-1 de_lowest_kj_mol=208.1 multiplicity=2 largest_force_ev_per_a=4.67 energy_ev=-9399.426 molar_mass_g_mol=106.17 orbital_gap_ev="2.58 / 9.15" lumo_ev="3.6 / 3.6" e_homo_ev="1.1 / -5.6"
C 1.157239 -0.365468 -2.047255 -0.5238 -1.5767 -0.2211
C 0.300662 -1.336976 -1.029177 4.4116 0.3322 -1.4810
C -0.857137 -0.750341 -0.244051 -0.7015 -2.4418 0.6251
C -0.724789 -0.234454 1.196929 0.2942 0.2151 -0.3850
N 0.039714 -1.183221 2.143352 -3.3070 0.1075 1.1445
N 1.137161 1.048745 -1.916859 0.5671 2.6960 0.5848
H 2.158595 -0.809275 -1.990624 0.1734 0.3596 0.0108
H 0.822072 -0.646592 -3.070568 -0.0472 0.2986 0.3273
H 0.069888 -2.102006 -1.815150 -0.5905 0.2542 1.2531
H 1.267996 -1.759704 -0.517913 -2.5311 0.3675 0.2527
H -1.609916 -1.609540 -0.243932 0.2693 1.3721 -0.1258
H -1.176731 0.117376 -0.779957 -0.8747 0.3497 -0.6320
H -0.073515 0.607104 1.077624 0.3027 0.7417 0.4666
H -1.755865 0.257760 1.438625 1.8352 -1.3870 0.4116
H -0.079511 -2.083939 1.728623 0.5954 -0.9247 -1.1455
H -0.632071 -1.460187 2.937117 1.1798 1.4303 -0.7994
H 2.004131 1.604572 -2.131840 -1.1335 -1.3697 0.2059
H 0.753878 1.503655 -1.071945 0.1136 -0.8491 -0.4448
H -1.325392 3.358947 2.737671 -0.7886 2.0400 1.0012
H -0.540790 3.120292 1.412459 0.2637 0.8861 -0.6259
O -0.935619 2.723254 2.186872 0.4917 -2.9018 -0.4230


6.
21
Properties=species:S:1:pos:R:3:forces:R:3 method="wB97M-V/def2-TZVPD" smiles=CC[C@H](N)CN.O total_charge=0 de_lowest_kj_mol=113.1 multiplicity=1 largest_force_ev_per_a=1.51 energy_ev=-9402.435 molar_mass_g_mol=106.17 orbital_gap_ev=9.93 lumo_ev=0.9 e_homo_ev=-9.0
C 1.551651 -0.132298 -1.516726 0.4638 -0.8188 -1.0659
C 1.105841 -0.769371 -0.196208 -0.1244 0.0865 -0.4924
C -0.252346 -0.259660 0.287154 -0.0463 -0.1631 0.5832
N -0.504943 -0.707603 1.665211 0.3480 0.1731 -0.0201
C -1.367624 -0.662573 -0.687514 -0.4765 1.2762 0.6424
N -2.675208 -0.258758 -0.145276 -0.1253 -0.4231 0.1993
H 1.937033 -0.866462 -2.249647 -0.3568 -0.0417 0.3812
H 0.739656 0.362398 -2.035195 -0.1133 0.2874 -0.0057
H 2.400634 0.543228 -1.459531 -0.1633 0.3982 0.5173
H 1.878625 -0.591136 0.533311 0.0251 0.0834 0.5622
H 1.021348 -1.855693 -0.289603 0.0818 -0.0341 -0.0939
H -0.239263 0.829093 0.379787 0.0846 0.0428 -0.3342
H -1.001683 0.004271 2.188437 -0.1166 -0.4276 -0.0597
H -0.932029 -1.621627 1.752703 -0.0413 0.1533 -0.0160
H -1.281897 -0.037392 -1.568556 0.3326 -0.3351 -0.5018
H -1.312307 -1.715423 -0.933874 0.1815 -0.4429 -0.1603
H -3.405491 -0.600243 -0.760594 -0.0241 0.1450 -0.0128
H -2.844683 -0.711488 0.750267 0.0975 0.0865 -0.1146
O 1.388130 3.017706 1.485379 -0.9242 -0.2727 0.3717
H 1.803079 3.624445 0.872435 0.6224 -0.2830 0.1416
H 1.991478 2.408587 1.928040 0.2750 0.5097 -0.5216


7.
21
Properties=species:S:1:pos:R:3:forces:R:3 method="wB97M-V/def2-TZVPD" smiles=CNCCNC.O total_charge=0 de_lowest_kj_mol=299.3 multiplicity=1 largest_force_ev_per_a=4.26 energy_ev=-9400.505 molar_mass_g_mol=106.17 orbital_gap_ev=9.40 lumo_ev=0.8 e_homo_ev=-8.6
C 2.018194 1.824556 1.224132 3.3799 -1.4379 -0.6136
N 1.322806 0.542620 1.313627 -2.4108 0.3026 -0.1067
C -0.001532 0.688938 0.721417 -1.1231 1.4726 -0.8701
C -0.414409 -0.556930 -0.017591 1.6072 -1.3250 0.1792
N 0.633223 -0.907465 -1.038486 -1.2012 -0.7175 0.4435
C 0.152991 -2.115483 -1.716172 0.3833 0.4670 -4.2171
H 1.652535 2.710924 1.763005 -0.9845 -0.6856 -0.4238
H 2.997176 1.694685 1.734007 -0.3198 -0.0610 -0.2022
H 2.343315 2.042550 0.168081 -0.7325 0.3609 0.7179
H 1.558690 -0.364911 0.893574 2.0094 1.2732 0.1246
H -0.100327 1.493562 -0.045367 0.6474 0.0339 0.3298
H -0.659014 1.025173 1.511395 -0.8246 -0.2821 0.1405
H -1.336760 -0.762818 -0.521510 -1.2149 1.3105 -0.0806
H -0.425768 -1.334287 0.722136 0.3920 -0.9244 0.5101
H 0.592665 -0.170302 -1.719516 0.2111 0.4750 -0.2748
H -0.971994 -2.029315 -2.144479 2.2863 -0.4751 1.3057
H 0.398100 -2.984711 -1.161085 -0.6189 -0.8032 0.9642
H 0.814495 -2.351117 -2.701527 -1.4321 0.9729 2.0469
O -3.751032 0.452954 0.027379 -0.5855 1.5902 0.3482
H -3.701740 1.257848 0.600149 -0.0098 -1.1198 -0.7205
H -3.121614 -0.156474 0.386832 0.5409 -0.4271 0.3986


8.
21
Properties=species:S:1:pos:R:3:forces:R:3 method="wB97M-V/def2-TZVPD" smiles=CC(C)NCN.O total_charge=0 de_lowest_kj_mol=154.5 multiplicity=1 largest_force_ev_per_a=1.95 energy_ev=-9402.005 molar_mass_g_mol=106.17 orbital_gap_ev=9.84 lumo_ev=0.9 e_homo_ev=-8.9
C 0.604772 2.125629 0.911603 -1.5603 -0.6951 0.7600
C 0.109502 0.669382 1.012546 0.8749 -0.7712 -1.4993
C 1.339863 -0.181328 1.239841 1.2017 -0.9588 1.2027
N -0.414160 0.352210 -0.343324 -0.4807 -1.2595 -0.2258
C -1.800217 0.738736 -0.634279 0.3692 1.2040 -0.1597
N -2.650101 -0.375304 -1.017861 0.1535 -0.2049 0.3549
H 1.048139 2.495909 1.831063 -0.1258 0.0768 0.1678
H 1.345730 2.168929 0.117173 -0.2428 0.0764 -0.1428
H -0.326206 2.644402 0.677547 0.4968 0.8713 -0.1589
H -0.696871 0.331204 1.686733 0.4362 1.0596 0.5651
H 1.829245 0.050130 2.199484 -0.3890 0.3275 -0.0397
H 1.221120 -1.268647 1.345859 -0.5299 0.1414 -0.4162
H 2.169107 -0.031851 0.539584 -0.4804 0.1988 -0.3865
H -0.468418 -0.664085 -0.400188 0.3802 0.0092 0.1004
H -2.285134 1.216601 0.230924 0.2004 -0.0383 0.0039
H -1.748727 1.496207 -1.433857 -0.1324 0.0092 0.1511
H -2.228989 -0.957385 -1.734683 -0.0703 0.2727 -0.1390
H -3.506753 0.030481 -1.373244 -0.0892 -0.3637 -0.1413
O 2.357206 -2.832154 -0.845152 0.2737 -0.5867 0.1299
H 1.946890 -1.996689 -1.058637 -0.0018 0.3293 -0.2779
H 2.926236 -3.090365 -1.583027 -0.2842 0.3018 0.1512